[1]
Here is a single C6H9N molecule at a distorted geometry from the Open Molecules 2025 dataset. Energies are from ωB97M-V/def2-TZVPD.

Properties
**Lowest unoccupied orbital energy**: 1.1 eV
**HOMO level**: -9.135 eV
**Kohn-Sham gap**: 10.25 eV
**Energy above the lowest of the compared OMol25 structures with the same formula, charge and spin**: 73.2 kcal per mole
**SMILES**: N[C@]12CC=C[C@H]1C2
**Molar mass**: 95.1 g/mol

Positions of all 16 atoms, in Å:
N1 0.61 -0.90 -1.91
C1 -1.35 0.59 0.99
C2 -0.22 1.28 1.16
C3 -1.30 -0.44 -0.19
C4 0.24 -0.43 -0.52
C5 0.92 0.80 0.20
C6 1.23 -0.51 0.63
H1 0.28 -1.85 -2.01
H2 -0.05 -0.21 -2.47
H3 -2.38 0.49 1.43
H4 -1.90 -0.16 -1.06
H5 0.13 1.88 2.07
H6 1.49 1.41 -0.34
H7 2.15 -0.86 0.29
H8 -1.89 -1.26 0.22
H9 0.87 -0.80 1.57

***

[2]
Here is a molecular structure, C6H9N from the Open Molecules 2025 dataset. Energies are from ωB97M-V/def2-TZVPD.

Properties
**Lowest unoccupied orbital energy (spin up / spin down)**: 0.9 / 0.9 eV
**HOMO level (spin up / spin down)**: -6.241 / -6.243 eV
**Kohn-Sham gap (spin up / spin down)**: 7.15 / 7.15 eV
**Energy above the lowest of the compared OMol25 structures with the same formula, charge and spin**: 181.5 kcal per mole
**Molar mass**: 95.1 g/mol

Positions of all 16 atoms, in Å:
N1 0.54 0.21 -0.03
C1 -1.05 1.16 0.15
C2 1.95 0.41 -0.16
C3 -0.09 -0.83 0.78
C4 -1.45 -0.19 0.73
C5 -0.33 -0.17 -1.27
C6 -1.04 -1.15 -0.35
H1 -2.24 -0.34 1.46
H2 0.31 -0.62 -2.04
H3 2.41 0.67 0.80
H4 -1.72 1.63 -0.56
H5 2.13 1.23 -0.87
H6 2.43 -0.49 -0.56
H7 0.37 -1.35 1.62
H8 -0.67 1.89 0.88
H9 -1.57 -2.06 -0.58

***

[3]
Here is a single C6H9N molecule from the Open Molecules 2025 dataset. Energies are from ωB97M-V/def2-TZVPD.

Properties
**Lowest unoccupied orbital energy**: 1.1 eV
**HOMO level**: -8.416 eV
**Kohn-Sham gap**: 9.52 eV
**Energy above the lowest of the compared OMol25 structures with the same formula, charge and spin**: 83.1 kcal per mole
**SMILES**: C[C@]12C[C@H]1[C@H]1N[C@H]12
**Molar mass**: 95.1 g/mol

Positions of all 16 atoms, in Å:
N1 -1.86 -0.62 -0.92
C1 0.48 -0.19 -0.03
C2 -0.29 1.11 0.09
C3 -0.88 -0.96 0.08
C4 1.56 -0.66 0.92
C5 -1.61 0.32 0.16
C6 0.54 0.86 -1.12
H1 -0.05 1.89 0.80
H2 2.52 -0.16 0.78
H3 1.73 -1.74 0.86
H4 1.44 1.48 -1.14
H5 -2.44 0.60 0.81
H6 -1.46 -0.37 -1.82
H7 1.22 -0.46 1.95
H8 -1.00 -1.86 0.68
H9 0.10 0.75 -2.11